(1)
{"formula": "C17H20AuBrN5O2Se", "method": "wB97M-V/def2-TZVPD", "fmax_ev_per_a": 0.457, "orbital_gap_ev": 8.068, "total_energy_ev": -168574.46748, "e_homo_ev": -10.75, "relative_energy_kj_mol": 20.0, "charge": 1, "elements": ["Au", "Br", "Se", "O", "O", "N", "N", "N", "N", "N", "C", "C", "C", "C", "C", "C", "C", "C", "C", "C", "C", "C", "C", "C", "C", "C", "C", "H", "H", "H", "H", "H", "H", "H", "H", "H", "H", "H", "H", "H", "H", "H", "H", "H", "H", "H", "H"], "coordinates": [[-0.53, -0.45, -0.37], [1.22, 5.17, -4.39], [0.67, -4.55, 1.68], [1.93, 0.55, -0.62], [-0.46, 1.72, -0.80], [2.24, -2.45, 3.72], [4.28, 0.21, -1.45], [-0.57, -2.41, 0.05], [-0.09, 0.20, 2.44], [5.24, 1.55, -2.95], [0.57, 2.21, -1.60], [1.46, 3.71, -3.23], [-0.08, -3.25, 0.69], [5.58, -0.23, -1.68], [6.27, -1.31, -1.14], [1.15, -0.55, 2.56], [4.12, 1.26, -2.23], [1.33, -1.27, 3.90], [7.50, 0.41, -3.04], [7.57, -1.51, -1.56], [0.39, 3.28, -2.46], [2.86, 2.00, -2.30], [1.81, 1.57, -1.49], [2.68, 3.08, -3.17], [-1.70, 2.43, -0.81], [6.19, 0.60, -2.62], [8.18, -0.66, -2.50], [2.36, -2.98, 4.58], [9.20, -0.86, -2.80], [5.80, -1.97, -0.42], [1.83, -3.11, 2.99], [-1.53, 3.47, -0.51], [-2.34, 1.94, -0.08], [2.83, 0.14, -0.76], [-0.04, 1.11, 2.89], [0.38, -1.66, 4.26], [5.34, 2.29, -3.62], [7.97, 1.06, -3.77], [1.17, -1.31, 1.77], [3.49, 3.43, -3.79], [1.98, 0.12, 2.36], [3.17, -2.17, 3.39], [1.76, -0.63, 4.67], [8.13, -2.35, -1.16], [-0.56, 3.78, -2.55], [-0.88, -0.30, 2.81], [-2.16, 2.38, -1.80]]}



(2)
{"formula": "C17H20BClHfN6", "method": "wB97M-V/def2-TZVPD", "fmax_ev_per_a": 2.143, "orbital_gap_ev": 5.851, "total_energy_ev": -41385.89118, "e_homo_ev": -13.62, "charge": 2, "elements": ["Hf", "Cl", "N", "N", "N", "N", "N", "N", "C", "C", "C", "C", "C", "C", "C", "C", "C", "C", "C", "C", "C", "C", "C", "C", "C", "B", "H", "H", "H", "H", "H", "H", "H", "H", "H", "H", "H", "H", "H", "H", "H", "H", "H", "H", "H", "H"], "coordinates": [[-0.55, -0.07, -0.28], [0.24, 2.74, 3.80], [0.00, 1.86, -0.82], [1.19, -0.79, -1.20], [1.45, -0.28, -2.49], [0.44, 2.07, -2.13], [-1.54, -0.17, -2.21], [-0.82, 0.30, -3.30], [0.08, 0.11, 3.12], [-0.75, 0.46, 1.95], [1.10, -1.62, 4.54], [2.12, -1.76, -0.96], [0.57, 1.07, 4.05], [-2.73, -0.64, -2.69], [1.58, -0.65, 5.43], [-0.03, 3.09, -0.20], [-2.34, -2.83, 1.50], [-2.75, -0.44, -4.07], [0.37, -1.24, 3.41], [0.59, 3.39, -2.34], [-1.54, 0.15, -4.41], [1.29, 0.70, 5.18], [0.32, 4.06, -1.14], [2.46, -0.97, -3.02], [2.93, -1.89, -2.09], [0.62, 0.88, -3.13], [1.10, 1.25, -4.16], [-1.33, -3.21, 1.34], [-0.28, 3.17, 0.85], [-3.02, -3.27, 0.76], [-2.68, -3.14, 2.50], [-2.37, -1.72, 1.43], [1.65, 1.47, 5.86], [1.30, -2.67, 4.73], [2.80, -0.72, -4.02], [0.37, 5.11, -0.96], [3.77, -2.55, -2.22], [-1.72, -0.06, 1.98], [0.91, 3.76, -3.30], [-3.48, -1.07, -2.05], [-0.01, -2.01, 2.73], [-1.14, 0.47, -5.36], [-3.55, -0.68, -4.75], [-0.95, 1.53, 1.87], [2.16, -0.93, 6.30], [2.13, -2.28, 0.00]]}



(3)
{"formula": "C17H20BClN6Pt", "method": "wB97M-V/def2-TZVPD", "fmax_ev_per_a": 3.935, "orbital_gap_ev": [5.411, 5.494], "total_energy_ev": -43316.69514, "e_homo_ev": [-11.07, -15.48], "spin_multiplicity": 5, "relative_energy_kj_mol": 212.4, "charge": 2, "elements": ["Pt", "Cl", "N", "N", "N", "N", "N", "N", "C", "C", "C", "C", "C", "C", "C", "C", "C", "C", "C", "C", "C", "C", "C", "C", "C", "B", "H", "H", "H", "H", "H", "H", "H", "H", "H", "H", "H", "H", "H", "H", "H", "H", "H", "H", "H", "H"], "coordinates": [[-0.27, 1.23, -0.12], [4.40, 2.19, 0.19], [-1.64, -0.83, 1.32], [-2.87, 0.10, -1.22], [-1.97, 1.15, -1.06], [-2.56, -1.68, 0.76], [-1.12, -1.54, -1.29], [-0.13, -0.60, -1.06], [2.65, 0.18, 0.91], [1.02, -1.03, -1.62], [0.75, -2.25, -2.24], [-3.79, 0.49, -2.13], [-3.03, -2.47, 1.76], [-2.41, 2.19, -1.80], [-0.59, -2.54, -2.02], [-3.56, 1.81, -2.49], [-1.48, -1.09, 2.62], [-2.39, -2.09, 2.96], [2.42, -1.17, 1.24], [5.03, -0.36, 0.66], [3.99, 0.56, 0.60], [3.46, -2.10, 1.25], [-0.05, 3.18, 0.12], [1.57, 1.20, 0.95], [4.77, -1.70, 0.98], [-2.62, -1.41, -0.80], [6.05, -0.02, 0.47], [-0.78, -0.49, 3.17], [1.23, 1.30, 2.00], [-4.52, -0.22, -2.48], [5.59, -2.41, 1.02], [-1.05, 3.59, 0.11], [1.91, -0.45, -1.52], [1.46, -2.85, -2.77], [-1.89, 3.13, -1.79], [-2.51, -2.48, 3.96], [-3.36, -2.19, -1.31], [3.25, -3.14, 1.50], [-1.25, -3.35, -2.33], [0.53, 3.60, -0.70], [1.41, -1.49, 1.50], [2.04, 2.14, 0.64], [-3.80, -3.20, 1.62], [0.43, 3.40, 1.07], [-4.15, 2.43, -3.14], [-1.12, -0.15, 0.70]]}



(4)
{"formula": "C17H20Cl3NO4PbS", "method": "wB97M-V/def2-TZVPD", "fmax_ev_per_a": 3.262, "orbital_gap_ev": [4.903, 4.861], "total_energy_ev": -81285.76544, "e_homo_ev": [-1.48, -1.48], "relative_energy_kj_mol": 0.0, "charge": -2, "elements": ["Pb", "Cl", "Cl", "Cl", "S", "O", "O", "O", "O", "N", "C", "C", "C", "C", "C", "C", "C", "C", "C", "C", "C", "C", "C", "C", "C", "C", "C", "H", "H", "H", "H", "H", "H", "H", "H", "H", "H", "H", "H", "H", "H", "H", "H", "H", "H", "H", "H"], "coordinates": [[-0.65, -0.27, -0.36], [-3.56, -3.74, -0.52], [-3.16, -0.24, -0.36], [0.73, -2.46, -0.35], [2.12, 1.08, 3.93], [2.14, 2.49, 4.16], [0.04, 1.78, -0.05], [3.34, 0.33, 4.13], [-0.40, -0.65, 1.80], [1.40, 0.70, 2.49], [1.31, 0.01, -2.99], [-0.79, 0.97, -3.03], [-2.20, -1.18, -3.47], [0.60, 1.24, -2.85], [-1.44, -0.95, 5.85], [0.82, 0.33, 4.94], [-0.10, -0.21, 4.05], [0.64, -2.45, -3.42], [-1.25, -0.85, 4.49], [0.31, -0.06, 2.66], [1.21, 2.53, -2.51], [-0.94, -0.43, -3.30], [-0.50, -0.41, 6.77], [0.36, -1.02, -3.27], [2.76, -0.19, -2.81], [0.66, 0.24, 6.31], [-1.89, 1.94, -2.86], [-2.34, -1.46, -4.52], [-0.15, -3.05, -2.96], [-2.77, 1.48, -2.40], [1.43, 0.67, 6.98], [-2.22, -2.10, -2.87], [-1.89, -1.23, 3.70], [-1.58, 2.77, -2.21], [-2.33, -1.44, 6.19], [0.53, 3.16, -1.93], [1.58, -2.72, -2.93], [-3.06, -0.59, -3.14], [0.71, -2.73, -4.47], [-0.67, -0.51, 7.84], [-2.16, 2.35, -3.83], [3.25, -0.29, -3.79], [2.97, -1.09, -2.23], [3.21, 0.67, -2.31], [0.33, 2.12, 0.82], [2.13, 2.40, -1.93], [1.47, 3.06, -3.44]]}



(5)
{"formula": "C17H20Cl3NO4STc", "method": "wB97M-V/def2-TZVPD", "fmax_ev_per_a": 5.642, "orbital_gap_ev": [3.060, 6.077], "total_energy_ev": -78235.24248, "e_homo_ev": [0.50, -1.89], "spin_multiplicity": 4, "charge": -2, "elements": ["Tc", "Cl", "Cl", "Cl", "S", "O", "O", "O", "O", "N", "C", "C", "C", "C", "C", "C", "C", "C", "C", "C", "C", "C", "C", "C", "C", "C", "C", "H", "H", "H", "H", "H", "H", "H", "H", "H", "H", "H", "H", "H", "H", "H", "H", "H", "H", "H", "H"], "coordinates": [[0.10, -0.25, -0.74], [1.78, 4.32, 0.39], [-1.69, 1.06, -1.52], [1.82, -0.60, 0.92], [-3.24, -1.47, 3.05], [-0.63, -1.88, -0.20], [-0.75, 0.80, 1.17], [-2.52, -2.49, 3.79], [-4.47, -1.74, 2.37], [-2.13, -0.88, 1.94], [1.79, -1.86, -2.30], [-3.24, 0.18, 3.67], [0.77, -0.79, -2.59], [-3.21, 2.87, 4.35], [3.75, 1.31, -1.55], [-2.40, 1.08, 3.00], [-2.35, 2.43, 3.36], [-4.05, 1.96, 4.98], [-0.36, -0.97, -3.53], [2.77, 0.23, -1.86], [1.38, 0.50, -2.28], [3.00, -1.15, -1.90], [-1.62, 0.39, 1.97], [1.52, -3.18, -2.45], [-4.11, 0.61, 4.64], [4.26, -1.81, -1.51], [0.94, 1.79, -2.90], [-0.85, -1.94, -3.39], [-1.11, -0.19, -3.30], [-0.03, -0.83, -4.57], [-3.24, 3.92, 4.61], [4.48, 0.91, -0.83], [2.30, -3.91, -2.30], [-1.65, -1.65, 1.46], [4.30, 1.65, -2.46], [5.02, -1.77, -2.30], [-4.73, 2.30, 5.74], [-1.65, 3.08, 2.86], [0.54, -3.49, -2.77], [-0.15, 1.76, -3.09], [4.09, -2.86, -1.27], [1.47, 1.96, -3.85], [-0.16, -2.71, 0.03], [4.71, -1.34, -0.62], [1.14, 2.60, -2.18], [-4.82, -0.10, 5.06], [3.24, 2.16, -1.08]]}



(6)
{"formula": "C17H20Cl3O3Sn", "method": "wB97M-V/def2-TZVPD", "fmax_ev_per_a": 2.356, "orbital_gap_ev": [5.926, 6.024], "total_energy_ev": -67490.72793, "e_homo_ev": [-3.21, -3.72], "relative_energy_kj_mol": 17.6, "charge": -1, "elements": ["Sn", "Cl", "Cl", "Cl", "O", "O", "O", "C", "C", "C", "C", "C", "C", "C", "C", "C", "C", "C", "C", "C", "C", "C", "C", "C", "H", "H", "H", "H", "H", "H", "H", "H", "H", "H", "H", "H", "H", "H", "H", "H", "H", "H", "H", "H"], "coordinates": [[0.01, -0.37, 0.96], [-0.23, -4.14, 5.21], [1.37, -4.00, 2.68], [-1.49, -4.43, 2.58], [-0.88, -1.75, 2.30], [0.78, -2.03, -0.09], [0.30, -1.32, 4.24], [-0.34, 0.18, -3.41], [2.38, -0.14, 1.25], [-1.81, 0.22, -3.67], [-2.13, 0.65, 0.42], [-1.86, 2.09, 2.23], [1.88, 0.76, 2.30], [2.68, 0.70, 0.10], [-2.20, 0.76, 1.88], [-1.82, 1.98, -0.06], [0.67, -2.22, -1.45], [0.32, -1.06, -3.00], [0.46, 1.43, -3.57], [-0.25, -2.06, 3.42], [-1.64, 2.82, 1.04], [-0.17, -3.67, 3.52], [1.94, 2.09, 1.78], [2.40, 2.04, 0.44], [1.67, -2.57, -1.80], [2.74, -1.15, 1.41], [-1.40, 3.90, 0.97], [3.12, 0.35, -0.83], [-2.03, 0.15, -4.77], [0.19, 2.22, -2.83], [2.56, 2.88, -0.22], [-1.83, 2.28, -1.12], [1.36, -1.05, -3.38], [-2.31, 1.15, -3.31], [-2.30, -0.65, -3.19], [-0.13, -2.96, -1.70], [-0.21, -1.89, -3.50], [1.71, 3.00, 2.33], [-2.60, -0.01, 2.53], [-1.84, 2.50, 3.24], [1.54, 1.19, -3.46], [1.65, 0.46, 3.32], [0.31, 1.85, -4.59], [-2.55, -0.16, -0.18]]}



(7)
{"formula": "C17H20ClN3O4S", "method": "wB97M-V/def2-TZVPD", "fmax_ev_per_a": 1.611, "orbital_gap_ev": 9.135, "total_energy_ev": -53972.05812, "e_homo_ev": -8.94, "smiles": "C[C@H](NC(=O)OC(C)(C)C)c1nnc(SCC(=O)c2ccc(Cl)cc2)o1", "relative_energy_kj_mol": 2.4, "charge": 0, "elements": ["Cl", "S", "O", "O", "O", "O", "N", "N", "N", "C", "C", "C", "C", "C", "C", "C", "C", "C", "C", "C", "C", "C", "C", "C", "C", "C", "H", "H", "H", "H", "H", "H", "H", "H", "H", "H", "H", "H", "H", "H", "H", "H", "H", "H", "H", "H"], "coordinates": [[5.19, 3.20, 5.97], [-1.15, 2.36, 0.59], [-0.19, 0.05, -0.34], [-1.53, -2.94, -0.73], [-1.81, -2.14, -2.84], [1.54, 3.60, 0.41], [0.20, -2.10, -1.93], [1.55, -0.29, 0.95], [0.96, 0.86, 1.34], [-3.49, -3.92, -2.76], [2.74, 3.71, 4.99], [0.86, -0.76, -0.03], [2.55, -2.14, -1.23], [4.03, 3.28, 4.71], [-3.97, -1.62, -1.83], [-3.64, -1.93, -4.30], [2.14, 3.39, 2.68], [-1.12, -2.43, -1.74], [1.80, 3.76, 3.98], [-0.28, 3.26, 1.92], [1.09, -2.02, -0.80], [4.39, 2.91, 3.42], [1.19, 3.43, 1.55], [3.45, 2.98, 2.41], [-3.23, -2.42, -2.91], [-0.06, 1.04, 0.56], [-3.18, -4.25, -1.78], [2.71, -3.09, -1.73], [-4.70, -2.10, -4.46], [-2.92, -4.46, -3.51], [-3.08, -2.47, -5.06], [3.18, -2.07, -0.35], [0.81, 4.12, 4.21], [-0.40, 2.70, 2.84], [0.82, -2.86, -0.13], [-0.77, 4.23, 1.99], [-3.43, -0.87, -4.41], [-3.73, -0.57, -1.91], [-5.04, -1.75, -1.95], [2.48, 4.00, 5.99], [-4.55, -4.12, -2.90], [-3.68, -1.97, -0.84], [5.39, 2.57, 3.21], [3.70, 2.70, 1.40], [0.40, -1.52, -2.73], [2.81, -1.33, -1.90]]}



(8)
{"formula": "C17H20CoF3N2O3", "method": "wB97M-V/def2-TZVPD", "fmax_ev_per_a": 7.739, "orbital_gap_ev": [3.524, 7.439], "total_energy_ev": -72848.39218, "e_homo_ev": [-1.00, -4.97], "spin_multiplicity": 4, "charge": -1, "elements": ["Co", "F", "F", "F", "O", "O", "O", "N", "N", "C", "C", "C", "C", "C", "C", "C", "C", "C", "C", "C", "C", "C", "C", "C", "C", "C", "H", "H", "H", "H", "H", "H", "H", "H", "H", "H", "H", "H", "H", "H", "H", "H", "H", "H", "H", "H"], "coordinates": [[0.78, 1.05, -0.84], [-1.73, 1.99, -1.97], [-2.72, 3.62, -0.88], [-1.76, 1.99, 0.23], [2.59, 1.05, -0.85], [0.78, 2.87, -0.84], [-0.35, 4.84, -0.86], [0.77, 1.05, 1.00], [-2.64, -0.90, -0.76], [-3.21, -2.22, -1.01], [2.10, -2.92, -1.03], [0.01, 1.05, 3.29], [2.06, 1.05, 1.45], [-0.29, 3.57, -0.86], [1.95, -1.55, -1.24], [3.18, 1.05, 0.43], [2.37, 1.05, 2.81], [-0.09, -3.01, -0.02], [-1.64, 2.79, -0.87], [-2.32, -0.22, -2.02], [1.08, -3.65, -0.42], [-0.26, -1.63, -0.23], [0.78, -0.91, -0.84], [1.33, 1.05, 3.74], [-0.22, 1.05, 1.92], [-1.52, -0.91, 0.19], [-0.82, 1.05, -0.84], [-4.14, -2.13, -1.58], [3.40, 1.05, 3.14], [-3.22, -0.08, -2.62], [2.74, -0.97, -1.71], [-1.22, 1.05, 1.52], [-0.82, 1.05, 3.99], [-1.92, 0.78, -1.82], [-1.26, 0.13, 0.44], [1.20, -4.71, -0.26], [-1.86, -1.34, 1.14], [3.23, 1.05, -1.64], [3.79, 1.95, 0.54], [-3.47, -2.71, -0.07], [-2.54, -2.87, -1.57], [3.02, -3.42, -1.34], [-1.59, -0.77, -2.62], [3.79, 0.16, 0.54], [1.54, 1.05, 4.80], [-0.88, -3.58, 0.46]]}